Entry 1:
49
Properties=species:S:1:pos:R:3:lowdin_charge:R:1 method="wB97M-V/def2-TZVPD" e_tot_ha=-840.536500 e_homo_ha=-0.3347 charge=0 homo_lumo_gap_ha=0.352 smiles=CCCCCCCCCCCc1ccc(B(O)O)cc1
C 1.99694 1.95592 -1.67973 -0.10
C 1.71581 1.03762 -2.85567 -0.28
C 1.22215 -0.38417 -2.59483 -0.18
C -0.27005 -0.48455 -2.05913 -0.15
C -1.24330 0.51563 -2.78292 -0.21
C -2.47979 0.94536 -1.98021 -0.22
C -2.10949 1.96640 -0.88997 -0.22
C -2.93890 1.93372 0.39835 -0.20
C -2.99531 0.51299 1.06218 -0.19
C -2.19213 0.53641 2.38387 -0.20
C -1.67921 -0.82310 2.90868 -0.15
C -0.31787 -1.17410 2.38230 -0.25
C 0.07254 -2.44214 2.11788 -0.04
C 1.39207 -2.71597 1.85407 -0.04
C 2.22548 -1.69006 1.60191 -0.17
B 3.65430 -2.09850 1.06624 -0.51
O 4.02798 -1.83661 -0.26356 0.14
O 4.71195 -2.54056 1.94768 0.09
C 1.92418 -0.41536 1.85304 -0.03
C 0.61851 -0.15895 2.30707 -0.01
H 1.07796 2.23463 -1.27438 0.02
H 2.49759 2.85993 -1.92546 0.06
H 2.56674 1.50596 -0.87466 0.07
H 2.68323 1.14434 -3.47614 0.12
H 1.03032 1.54676 -3.63031 0.11
H 1.34975 -1.05509 -3.40039 0.09
H 1.84162 -0.71719 -1.78348 0.08
H -0.62516 -1.50762 -2.16991 0.10
H -0.26122 -0.36352 -0.94083 0.10
H -1.54525 0.15875 -3.75345 0.10
H -0.75176 1.47967 -3.02492 0.09
H -2.96409 0.05977 -1.53430 0.11
H -3.14442 1.43126 -2.70148 0.11
H -0.94994 1.86187 -0.69293 0.12
H -2.21346 3.00112 -1.29227 0.11
H -3.98237 2.22855 0.10676 0.12
H -2.60506 2.70231 1.11560 0.11
H -3.93578 -0.01402 1.21003 0.11
H -2.49914 -0.11126 0.37298 0.06
H -2.87086 1.00926 3.09391 0.11
H -1.33318 1.22833 2.29715 0.08
H -2.37461 -1.69705 2.69671 0.12
H -1.81575 -0.95737 4.01665 0.13
H -0.69662 -3.19338 2.17488 0.12
H 1.68834 -3.76461 1.81208 0.13
H 4.88320 -2.32767 -0.29021 0.12
H 4.62425 -2.60011 2.93184 0.12
H 2.64905 0.32983 1.58765 0.12
H 0.34076 0.88657 2.57162 0.12



Entry 2:
15
Properties=species:S:1:pos:R:3:lowdin_charge:R:1 method="wB97M-V/def2-TZVPD" e_tot_ha=-341.970646 e_homo_ha=-0.3349 charge=0 homo_lumo_gap_ha=0.366 e_above_lowest_ev=0.898 smiles="[H]/N=C1/NC[C@H](C)O1"
H 2.94455 1.02492 0.05615 0.05
N 2.60492 0.33884 -0.61539 0.14
C 1.47325 -0.06858 -0.22443 -0.53
N 0.63270 -0.93296 -0.90822 0.06
C -0.53072 -1.23508 -0.09895 -0.13
C -0.54068 0.01871 0.78634 -0.34
C -1.20713 1.20860 0.11556 -0.04
O 0.85160 0.31413 0.93162 0.01
H 1.06957 -1.63396 -1.48624 0.14
H -1.44181 -1.30784 -0.70350 0.12
H -0.41902 -2.15298 0.49528 0.12
H -0.93999 -0.16622 1.78552 0.15
H -2.29212 1.08292 0.08214 0.08
H -0.96640 2.12414 0.66442 0.09
H -0.82863 1.31118 -0.90862 0.09



Entry 3:
17
Properties=species:S:1:pos:R:3:lowdin_charge:R:1 method="wB97M-V/def2-TZVPD" e_tot_ha=-346.901265 e_homo_ha=-0.3404 charge=0 homo_lumo_gap_ha=0.377 e_above_lowest_ev=3.379
C 2.29467 1.30946 -0.23578 -0.18
O 1.19763 1.31208 0.64056 -0.13
C -0.02602 -1.07061 -0.62441 -0.03
C 0.14407 -1.66886 0.55878 -0.14
O -1.12650 -1.54257 1.05793 -0.03
C -1.47532 -0.90162 -0.22596 -0.33
C -2.09962 0.45898 -0.03210 -0.03
H 2.71719 0.30595 -0.36888 0.08
H 2.04048 1.70070 -1.23024 0.08
H 3.07099 1.94571 0.19467 0.08
H 0.57316 -0.85143 -1.49450 0.11
H 0.75519 0.46046 0.55001 0.00
H 0.92428 -2.16865 1.12179 0.13
H -2.14679 -1.57700 -0.76450 0.15
H -2.36329 0.88518 -1.00603 0.09
H -3.02046 0.35569 0.55075 0.09
H -1.42221 1.14956 0.47818 0.08



Entry 4:
19
Properties=species:S:1:pos:R:3:lowdin_charge:R:1 method="wB97M-V/def2-TZVPD" e_tot_ha=-460.173445 e_homo_ha=-0.3760 charge=0 homo_lumo_gap_ha=0.354 e_above_lowest_ev=4.815
C -1.96211 -1.26572 -0.46081 -0.13
C -0.96093 -0.24107 -0.59481 -0.56
C -1.31720 1.17492 -0.33310 -0.10
C 0.28136 -0.73404 0.38411 -0.06
C 1.53342 0.07538 0.11480 -0.28
C 2.43049 0.33131 1.31044 -0.44
H -1.73506 -2.47609 -1.11155 0.20
H -2.83098 -0.82917 -1.28100 0.13
H -2.31736 -1.22947 0.47634 0.02
H -0.54493 -0.40346 -1.53102 0.09
H -0.41465 2.08977 -0.59107 0.15
H -2.18884 1.43520 -1.22059 0.14
H -1.53675 1.33530 0.77096 0.09
H -0.21004 -0.41586 1.18968 0.05
H 0.63320 -1.93939 0.37413 0.21
H 3.65443 1.52669 0.02487 0.24
O 1.84336 0.54365 -1.00770 0.07
O 3.52057 1.02415 1.00882 0.07
O 2.12202 -0.00210 2.47749 0.10



Entry 5:
69
Properties=species:S:1:pos:R:3:lowdin_charge:R:1 method="wB97M-V/def2-TZVPD" e_tot_ha=-5638.218459 e_homo_ha=-0.3494 charge=+1 homo_lumo_gap_ha=0.275 e_above_lowest_ev=0.000
Ca 0.31081 -0.02332 0.53882 1.09
C 4.63266 -1.58409 2.09560 -0.03
C 3.48674 -0.92997 1.38616 -0.28
N 2.26465 -1.11358 1.73914 -0.07
N 2.05160 -1.99836 2.74774 -0.04
C 0.90208 -1.84876 3.38441 -0.92
N 0.64516 -2.82969 4.28735 0.06
S -0.27919 -0.59809 3.22255 0.50
C 3.71772 0.01933 0.26851 -0.21
C 4.99097 0.21638 -0.26190 0.00
C 5.18378 1.17080 -1.24512 -0.04
C 4.10299 1.91903 -1.67833 -0.05
C 2.86458 1.64052 -1.12522 -0.17
N 2.66001 0.71173 -0.19415 0.03
H 4.37479 -1.71278 3.14341 0.07
H 5.54649 -0.99923 2.02189 0.07
H 4.82369 -2.58026 1.68896 0.10
H 1.40194 -3.44509 4.53667 0.10
H -0.08586 -2.66730 4.95631 0.07
H 5.82321 -0.37170 0.09273 0.11
H 6.17030 1.33287 -1.65941 0.12
H 4.20827 2.69017 -2.42810 0.11
H 1.98857 2.18879 -1.45426 0.05
C -3.68129 -4.22603 -0.95089 -0.03
N -2.49768 -3.65454 -0.32807 -0.13
C -1.68924 -4.29048 0.57211 -0.04
C -0.68861 -3.41335 0.87698 -0.12
N -0.87045 -2.25358 0.18011 -0.01
C -1.96262 -2.42418 -0.54618 -0.46
P -2.69926 -1.21951 -1.69453 1.17
C -1.17471 -0.69210 -2.54514 -0.46
N -0.02073 -0.31501 -2.01417 0.00
C 0.83878 -0.13977 -3.06392 -0.13
C 0.19474 -0.40030 -4.23708 -0.05
N -1.08141 -0.74798 -3.90243 -0.13
C -2.11924 -1.13610 -4.84747 -0.03
C -2.98074 0.16481 -0.55193 -0.47
N -2.14716 0.61163 0.36777 -0.02
C -2.81048 1.59046 1.05016 -0.15
C -4.06357 1.73619 0.53069 -0.04
N -4.16586 0.83252 -0.48814 -0.12
C -5.33860 0.63269 -1.32628 -0.02
H -3.94236 -5.13736 -0.42041 0.09
H -3.49290 -4.46665 -1.99600 0.09
H -4.51822 -3.53467 -0.88634 0.08
H -1.89298 -5.28975 0.91502 0.13
H 0.13373 -3.54782 1.55941 0.09
H 1.86535 0.14717 -2.92103 0.09
H 0.53265 -0.37426 -5.25836 0.13
H -1.77429 -0.89832 -5.84981 0.09
H -3.03754 -0.58791 -4.65324 0.08
H -2.31929 -2.20431 -4.78598 0.09
H -2.35655 2.11582 1.87331 0.11
H -4.87497 2.39102 0.79698 0.13
H -6.08261 1.37671 -1.05632 0.09
H -5.75999 -0.35884 -1.17227 0.09
H -5.08596 0.75700 -2.37711 0.09
O 1.27804 6.27619 2.64038 0.10
C 1.01919 5.01980 2.24464 -0.30
C 1.27875 3.89379 3.02025 0.02
C 0.96297 2.65571 2.50318 -0.13
N 0.41874 2.47084 1.29065 -0.05
C 0.18715 3.56408 0.57748 -0.73
Br -0.55965 3.31628 -1.14895 0.81
C 0.45365 4.85222 0.98373 -0.03
H 1.65628 6.28235 3.52747 0.12
H 1.71240 3.97845 4.00818 0.12
H 1.12921 1.75231 3.07969 0.06
H 0.24134 5.70734 0.36018 0.12



Entry 6:
9
Properties=species:S:1:pos:R:3:lowdin_charge:R:1 method="wB97M-V/def2-TZVPD" e_tot_ha=-1009.444836 e_homo_ha="-0.3823 / -0.3564" charge=0 homo_lumo_gap_ha="0.354 / 0.245" e_above_lowest_ev=3.823
C -1.99842 -3.13982 -0.57785 -0.40
C 0.26225 0.20203 -0.03015 0.05
N -2.33589 -3.72563 0.35341 0.12
O -1.05918 -2.81747 -2.98235 -0.40
P -1.62160 -2.00345 -1.88842 0.37
Cl -3.45424 -1.20863 -2.34743 0.28
H -0.46200 0.78337 -0.59561 -0.04
H -0.26537 -0.42856 0.72031 -0.01
H 1.32417 0.60259 -0.05468 0.02



Entry 7:
14
Properties=species:S:1:pos:R:3:lowdin_charge:R:1 method="wB97M-V/def2-TZVPD" e_tot_ha=-415.795594 e_homo_ha=-0.3385 charge=0 homo_lumo_gap_ha=0.363 e_above_lowest_ev=6.667 smiles=COc1conc1N
C 0.14606 -1.98370 0.16973 -0.18
O 1.19377 -1.11798 0.31685 -0.14
C 0.41502 0.10157 0.23736 -0.25
C 0.46761 0.51216 1.49175 -0.08
O -0.00258 1.76255 1.62053 -0.02
N -0.61612 2.03752 0.45705 0.07
C -0.22024 1.12655 -0.51040 -0.25
N -0.80207 1.22444 -1.85109 0.08
H -0.64548 -1.70332 1.14990 0.17
H -0.19028 -1.73355 -0.87688 0.08
H 0.37222 -3.24582 0.05840 0.15
H 1.03101 0.31155 2.37868 0.15
H -0.02756 0.61862 -2.33563 0.13
H -1.12136 2.08943 -2.30625 0.09



Entry 8:
13
Properties=species:S:1:pos:R:3:lowdin_charge:R:1 method="wB97M-V/def2-TZVPD" e_tot_ha=-704.569730 e_homo_ha=-0.3165 charge=0 homo_lumo_gap_ha=0.307 e_above_lowest_ev=2.988 smiles="S=C1COCOC1"
S 0.25650 -0.31524 2.28727 0.81
C 0.12237 -0.07207 0.76840 -0.77
C -0.30700 1.21793 0.14482 -0.24
O 0.01244 1.36820 -1.23785 -0.13
C -0.22542 0.25472 -2.16627 -0.18
O 0.31259 -0.88668 -1.53955 -0.12
C -0.22590 -1.27497 -0.28892 -0.14
H -1.36158 1.33942 0.40212 0.13
H 0.46252 1.97925 0.57274 0.16
H 0.16799 0.53021 -3.22725 0.16
H -1.25897 0.10095 -2.49691 0.12
H 0.28579 -2.22875 -0.04367 0.14
H -1.18431 -1.28309 -0.33229 0.05



Entry 9:
21
Properties=species:S:1:pos:R:3:lowdin_charge:R:1 method="wB97M-V/def2-TZVPD" e_tot_ha=-586.600916 e_homo_ha="-0.3069 / -0.3170" charge=0 homo_lumo_gap_ha="0.262 / 0.273" e_above_lowest_ev=8.694
C 2.56691 -1.33838 0.26538 -0.09
C 1.68599 -1.69108 -0.74469 -0.09
C 2.45227 -0.11583 0.83681 -0.06
C 0.56085 -0.93487 -0.98845 -0.01
C 1.43131 0.78906 0.48764 0.00
C 0.42162 0.37910 -0.35362 -0.29
C -0.98192 2.38429 -0.12670 -0.16
N -2.09677 -1.10689 0.10062 0.01
N -0.60288 1.21074 -0.74629 0.06
N -2.27111 0.10136 0.03722 -0.18
O -3.09699 0.89645 0.44150 -0.01
O -3.11951 -1.97339 0.54264 0.00
H 3.26849 -2.09811 0.39685 0.09
H 2.01458 -2.66888 -1.14628 0.12
H 3.17475 0.17884 1.44996 0.06
H -0.16249 -1.19898 -1.72264 0.09
H 1.40198 1.78608 0.84061 0.08
H -0.45919 2.83455 0.89676 0.14
H -0.96196 3.08892 -0.97584 0.10
H -2.07248 2.34095 0.23939 0.09
H -3.15343 -2.86396 0.26914 0.07



Entry 10:
10
Properties=species:S:1:pos:R:3:lowdin_charge:R:1 method="wB97M-V/def2-TZVPD" e_tot_ha=-359.340858 e_homo_ha=-0.3764 charge=0 homo_lumo_gap_ha=0.343 e_above_lowest_ev=3.524 smiles="C=C1C=NOC1=O"
C -1.29773 0.90337 -0.18945 0.09
C -0.15535 0.30002 0.10105 -0.18
C 1.34515 0.52436 0.16064 -0.04
N 2.06607 -0.57345 -0.20015 0.14
O 1.04176 -1.65703 -0.07267 -0.03
C -0.26241 -1.25555 -0.03073 -0.46
O -1.20395 -1.96384 0.09878 0.14
H -2.18648 0.25833 -0.20734 0.09
H -1.38962 2.09491 -0.12408 0.13
H 2.04256 1.36888 0.46394 0.13